(1)
The following is a DFT calculation (ωB97M-V/def2-TZVPD) of a gas-phase ion, C6H8N (charge +1).

LUMO level, eV: -5.95
E, a.u.: -287.68017
E_HOMO, eV: -14.68
Orbital gap, eV: 8.7307
Net charge: +1
Energy relative to the best compared isomer or geometry (same formula, charge and spin), eV: 7.512

Last column: Mulliken charge in e.
Cartesian coordinates (Å):
C: 1.5743 -0.2822 0.1474  0.25
C: 2.3042 -1.2205 0.5816  -0.25
C: 1.3201 0.6435 -0.9228  -0.51
C: 0.6703 1.0780 0.4106  -0.16
C: -0.7452 1.0077 0.6330  -0.20
C: -1.2218 -1.3248 -0.1926  -0.71
N: -1.4311 -0.0923 0.4491  -0.06
H: 2.2126 1.2628 -1.1396  0.25
H: 1.2640 1.8022 0.9196  0.48
H: -1.2037 1.6890 1.2174  0.46
H: -0.2218 -1.8210 0.1985  0.27
H: -1.9957 -2.0631 -0.0910  0.33
H: -0.9508 -0.9647 -1.1924  0.32
H: 0.7955 0.3168 -1.6942  0.27
H: -2.3708 -0.0312 0.6754  0.26

---

(2)
The following is a DFT calculation (ωB97M-V/def2-TZVPD) of a gas-phase ion, C6H8N (charge +1).

LUMO level, eV: -5.82
E, a.u.: -287.57217
E_HOMO, eV: -14.27
Orbital gap, eV: 8.4431
Net charge: +1
Energy relative to the best compared isomer or geometry (same formula, charge and spin), eV: 10.451

Last column: Mulliken charge in e.
Cartesian coordinates (Å):
C: -0.0259 0.7427 0.3319  0.79
C: -0.9053 1.6426 0.1321  -0.54
C: 0.5210 -0.7858 0.8452  -0.56
C: 1.3281 0.0250 0.2358  0.26
C: 2.6739 0.3682 -0.2254  -1.02
C: -2.2291 -0.3304 -0.4762  -0.71
N: -1.4980 0.2854 0.5384  0.04
H: 0.0822 -1.7055 0.9140  0.42
H: 3.1116 1.4239 -0.1658  0.35
H: 2.7453 0.1338 -1.2461  0.36
H: 3.3789 -0.4706 0.0157  0.33
H: -2.2032 -1.5248 -0.2862  0.26
H: -3.2752 -0.0540 -0.6518  0.35
H: -1.7931 -0.0960 -1.4587  0.32
H: -1.9113 0.3455 1.4970  0.35

---

(3)
The following is a DFT calculation (ωB97M-V/def2-TZVPD) of a gas-phase ion, C6H8N (charge +1).

LUMO level, eV: -6.28
E, a.u.: -287.66598
E_HOMO, eV: -12.69
Orbital gap, eV: 6.4118
Net charge: +1
Energy relative to the best compared isomer or geometry (same formula, charge and spin), eV: 7.898

Last column: Mulliken charge in e.
Cartesian coordinates (Å):
C: -0.1660 0.6381 0.9622  -0.49
C: 0.6478 -1.3161 -0.2823  -0.63
C: 0.8671 0.8555 -1.4471  -0.11
C: 0.4530 0.1827 -0.2459  0.48
C: -1.1238 -0.6702 1.4249  -0.49
C: -0.2360 -1.8790 0.8445  -0.42
N: 1.0221 2.0678 -1.8419  -0.25
H: 1.0355 0.0861 -2.1351  0.48
H: -1.9019 -0.2066 0.8888  0.34
H: -0.7658 1.4229 1.0970  0.46
H: -1.3127 -1.1584 2.4561  0.31
H: -0.7803 -2.7025 0.3716  0.37
H: -0.0502 -2.2919 1.7715  0.37
H: 0.6684 2.7511 -1.2084  0.27
H: 1.6428 2.2203 -2.6560  0.31

---

(4)
The following is a DFT calculation (ωB97M-V/def2-TZVPD) of C6H8N2 in the gas phase.

LUMO level, eV: 1.13
E, a.u.: -342.72366
E_HOMO, eV: -8.72
Orbital gap, eV: 9.8520
SMILES: C1=NN2C[C@H]2[C@@H]2C[C@H]12
Net charge: 0
Energy relative to the best compared isomer or geometry (same formula, charge and spin), eV: 5.722

Last column: Mulliken charge in e.
Cartesian coordinates (Å):
C: 0.1732 1.7701 0.0056  -0.27
N: -1.1305 1.6019 -0.0027  -0.64
N: -1.3520 0.3502 -0.5156  0.08
C: -2.3035 -0.6442 0.0736  -0.29
C: -0.7207 -0.7898 0.0448  -0.63
C: 0.6508 -0.8795 -0.5587  -0.05
C: 1.7091 -0.4611 0.4099  -0.69
C: 1.0743 0.6324 -0.4845  -0.14
H: 0.5310 2.7140 0.4008  0.45
H: -2.6461 -0.5488 1.0655  0.39
H: -2.8834 -1.2930 -0.6974  0.23
H: -0.3820 -0.5735 0.9633  0.30
H: 1.1567 -1.5547 -1.3223  0.33
H: 1.6224 -0.5237 1.5146  0.21
H: 2.6905 -0.7608 0.2663  0.29
H: 1.8103 0.9605 -1.1633  0.44

---

(5)
The following is a DFT calculation (ωB97M-V/def2-TZVPD) of C6H8N2 in the gas phase.

LUMO level, eV: 1.10
E, a.u.: -342.83925
E_HOMO, eV: -6.82
Orbital gap, eV: 7.9200
SMILES: Nc1ccn2c1CC2
Net charge: 0
Energy relative to the best compared isomer or geometry (same formula, charge and spin), eV: 2.576

Last column: Mulliken charge in e.
Cartesian coordinates (Å):
N: -2.5076 -0.8552 -0.1151  -0.48
C: -1.3827 -0.0934 -0.1563  0.54
C: -1.2278 1.3170 0.0727  -0.52
C: 0.0300 1.7378 0.0023  -0.60
N: 0.7724 0.6493 -0.2924  0.16
C: 0.0137 -0.4972 -0.2327  -0.24
C: 1.3092 -1.3014 0.0976  -0.34
C: 2.0948 -0.0038 -0.1254  -0.53
H: -2.4356 -1.8886 0.0979  0.18
H: -3.4235 -0.5103 -0.2228  0.17
H: -2.1565 1.8728 0.2925  0.29
H: 0.6010 2.6916 -0.0636  0.37
H: 1.6362 -2.2120 -0.4623  0.30
H: 1.3013 -1.5054 1.1988  0.19
H: 2.4918 0.4117 0.8229  0.25
H: 2.8834 0.1871 -0.9142  0.26

---

(6)
The following is a DFT calculation (ωB97M-V/def2-TZVPD) of C6H8N2 in the gas phase.

LUMO level, eV: 0.63
E, a.u.: -342.63398
E_HOMO, eV: -9.70
Orbital gap, eV: 10.3349
SMILES: N#C[C@]12CCN[C@@H]1C2
Net charge: 0
Energy relative to the best compared isomer or geometry (same formula, charge and spin), eV: 8.162

Last column: Mulliken charge in e.
Cartesian coordinates (Å):
N: 1.1029 1.9617 -0.8448  -0.58
C: 0.3488 1.1027 -0.6527  0.13
C: -0.5862 0.2165 0.0166  0.71
C: -0.1628 0.2358 1.5733  -0.61
C: 1.1267 -0.6386 1.0554  -0.59
N: 0.7906 -1.3132 -0.3797  -0.54
C: -0.7610 -1.0568 -0.4527  -0.39
C: -1.8424 0.0426 -0.8844  -0.59
H: 0.5248 1.3326 1.5814  0.28
H: -0.8362 -0.0779 2.4726  0.30
H: 1.3387 -1.4477 1.6453  0.41
H: 2.0276 0.1412 0.9706  0.30
H: 0.6780 -2.4945 -0.2813  0.30
H: -1.0972 -1.4096 0.4865  0.31
H: -2.6070 -0.3281 -0.2163  0.29
H: -2.0212 0.3316 -2.0204  0.27

---

(7)
The following is a DFT calculation (ωB97M-V/def2-TZVPD) of C6H8N2 in the gas phase.

LUMO level, eV: 0.99
E, a.u.: -342.69782
E_HOMO, eV: -8.89
Orbital gap, eV: 9.8843
SMILES: N#C[C@@H]1NC[C@H]2C[C@@H]21
Net charge: 0
Energy relative to the best compared isomer or geometry (same formula, charge and spin), eV: 6.425

Last column: Mulliken charge in e.
Cartesian coordinates (Å):
N: -2.3556 -1.1625 -0.6605  -0.55
C: -1.7672 -0.6373 0.1730  0.40
C: -0.8126 0.0088 0.9879  -0.24
N: -0.7176 1.4017 0.2934  -0.48
C: 0.4230 1.3580 -0.7324  -0.54
C: 0.6902 -0.2689 -0.6718  -0.14
C: 1.2277 -1.4969 -0.1118  -0.18
C: 0.6459 -0.5482 0.8699  -0.51
H: -1.1369 0.2798 1.9738  0.39
H: -1.4129 1.9608 -0.1699  0.26
H: 1.0818 1.9256 -0.0129  0.28
H: 0.1369 1.9282 -1.7422  0.29
H: -0.1962 -0.6712 -1.0166  0.13
H: 2.4676 -1.7560 -0.0882  0.22
H: 0.5301 -2.2992 -0.6161  0.24
H: 1.1956 -0.0227 1.5245  0.43

---

(8)
The following is a DFT calculation (ωB97M-V/def2-TZVPD) of 2 unconnected molecules or ions with the total composition C6H8N2.

LUMO level, eV: 0.29
E, a.u.: -342.67599
E_HOMO, eV: -8.12
Orbital gap, eV: 8.4098
Net charge: 0
Energy relative to the best compared isomer or geometry (same formula, charge and spin), eV: 7.019

Last column: Mulliken charge in e.
Cartesian coordinates (Å):
C: 0.0640 -2.1929 0.7512  -0.69
C: 0.2560 -0.8095 0.6068  0.39
C: 0.6415 0.0096 1.5906  -0.40
C: 0.6687 1.2931 1.2661  -0.38
C: -0.0006 1.4646 -0.1016  -0.59
C: -0.2413 -0.3661 -1.7581  0.10
H: -0.7408 -3.1432 0.2956  0.25
H: 0.8994 -2.3025 1.6078  0.18
H: 0.8609 -0.3048 2.6046  0.35
H: 0.9612 2.1735 1.9885  0.28
H: 0.3167 2.0522 -1.2058  0.23
H: -1.0889 1.8346 -0.1033  0.30
H: 0.2000 -1.4326 -1.9825  0.34
H: -1.6004 1.4261 -2.3837  0.25
N: -0.3748 0.0602 -0.3660  -0.02
N: -0.8219 0.2377 -2.8103  -0.60